(1)
{"formula": "C22H28N2O4S", "method": "the ωB97M-V functional and the def2-TZVPD basis", "charge": 0, "energy_ha": -1663.82439, "lumo_ev": 0.59, "species": ["C", "S", "C", "C", "C", "N", "C", "O", "C", "O", "C", "C", "C", "C", "C", "C", "C", "O", "N", "C", "C", "O", "C", "C", "C", "C", "C", "C", "C", "H", "H", "H", "H", "H", "H", "H", "H", "H", "H", "H", "H", "H", "H", "H", "H", "H", "H", "H", "H", "H", "H", "H", "H", "H", "H", "H", "H"], "xyz": [[-4.98502, -1.69137, 2.14587], [-3.42785, -0.76834, 1.97842], [-2.26723, -2.13387, 1.62491], [-2.43661, -2.80646, 0.26678], [-1.96003, -1.98499, -0.93362], [-2.70214, -0.74301, -1.03502], [-2.83378, -0.04279, -2.16340], [-2.32242, -0.35125, -3.23095], [-3.72353, 1.19400, -2.03231], [-3.87538, 1.65648, -0.71527], [-2.79297, 2.22551, -0.09092], [-3.02132, 2.68145, 1.20600], [-1.99955, 3.26434, 1.92553], [-0.74106, 3.40685, 1.36188], [-0.51532, 2.95554, 0.07551], [-1.53112, 2.35805, -0.65448], [-0.43929, -1.70769, -0.89400], [0.25098, -1.87510, 0.09198], [0.03672, -1.30156, -2.08180], [1.41520, -0.90120, -2.23398], [1.62664, 0.55288, -1.77329], [2.97802, 0.93311, -1.78511], [3.80459, 0.50123, -0.77934], [3.42130, -0.26304, 0.31490], [4.36437, -0.61392, 1.26856], [5.68926, -0.22413, 1.16255], [6.70524, -0.60672, 2.19689], [6.06029, 0.54136, 0.06105], [5.13623, 0.90040, -0.89570], [-4.86097, -2.47075, 2.89226], [-5.73160, -0.97669, 2.47482], [-5.28025, -2.11591, 1.19092], [-2.39725, -2.86646, 2.42198], [-1.27450, -1.69576, 1.70643], [-1.84647, -3.72541, 0.28418], [-3.48209, -3.08345, 0.11068], [-2.14903, -2.55651, -1.85380], [-3.11110, -0.38649, -0.17178], [-4.73090, 0.91925, -2.36304], [-3.34717, 1.97428, -2.70549], [-4.00669, 2.55986, 1.62600], [-2.18566, 3.60994, 2.93106], [0.05868, 3.86488, 1.92325], [0.46116, 3.06697, -0.37211], [-1.32451, 2.00200, -1.65231], [-0.62797, -1.05943, -2.81378], [2.03141, -1.56423, -1.62065], [1.70575, -1.00848, -3.27989], [1.18316, 0.68351, -0.77824], [1.13187, 1.23491, -2.47164], [2.40631, -0.60331, 0.44755], [4.04840, -1.21113, 2.11190], [7.10626, 0.28272, 2.68232], [6.26351, -1.24579, 2.95715], [7.53763, -1.13730, 1.73622], [7.08795, 0.85822, -0.04548], [5.41985, 1.49484, -1.75015]]}

(2)
{"formula": "C22H28N2P2ReS", "method": "the ωB97M-V functional and the def2-TZVPD basis", "charge": 2, "s_squared": 3.77, "energy_ha": -2123.13996, "lumo_ev": [-7.40, -8.38], "multiplicity": 4, "species": ["C", "C", "C", "C", "C", "C", "C", "C", "C", "C", "C", "C", "C", "H", "H", "H", "H", "H", "H", "H", "N", "Re", "C", "H", "H", "C", "H", "H", "P", "P", "C", "H", "H", "H", "C", "H", "H", "H", "C", "H", "H", "H", "C", "H", "H", "H", "H", "H", "S", "C", "C", "N", "C", "H", "H", "H"], "xyz": [[-1.36217, -5.09668, -1.38066], [-0.68127, -3.87707, -1.58368], [-1.48487, -2.72626, -1.79992], [-2.85146, -2.62801, -1.39820], [-3.45208, -3.82135, -0.93386], [-2.73830, -5.05982, -1.03575], [-3.36643, -1.24525, -1.37019], [-3.06028, -0.63894, -2.68241], [-1.69240, -0.77631, -3.09728], [-1.08475, 0.03389, -4.08710], [-1.95299, 0.69582, -4.97429], [-3.32313, 0.80423, -4.63165], [-3.86246, 0.23920, -3.44038], [-0.77562, -6.05726, -1.39672], [-4.50000, -3.77047, -0.49153], [-3.23417, -6.03329, -0.86445], [-4.28345, -0.97500, -0.78293], [-1.52471, 1.21074, -5.87624], [-3.97203, 1.33658, -5.35089], [-4.91756, 0.46766, -3.06780], [-0.84268, -1.48725, -2.17570], [-0.14405, -0.45817, -0.73028], [0.82048, -3.74172, -1.39798], [1.35520, -3.63205, -2.36824], [1.20177, -4.68079, -0.93957], [0.40386, 0.32957, -4.03705], [1.02906, -0.53759, -4.30552], [0.63924, 1.14183, -4.74318], [1.22459, -2.23268, -0.30327], [0.88714, 0.84837, -2.28967], [0.45922, 2.65011, -2.41333], [0.86559, 3.17615, -1.53409], [0.86914, 3.09954, -3.33876], [-0.63742, 2.74240, -2.41200], [2.73338, 1.00817, -2.19281], [3.10945, 1.85880, -2.81427], [2.98648, 1.20176, -1.12023], [3.20020, 0.06520, -2.52886], [1.03477, -3.01281, 1.36878], [1.67861, -3.89553, 1.49453], [1.32362, -2.24517, 2.10515], [-0.01385, -3.29926, 1.52030], [3.05256, -2.14729, -0.40163], [3.40098, -1.85830, 0.60584], [3.49869, -3.12483, -0.69162], [3.36786, -1.38265, -1.13937], [-2.23522, -0.53496, -0.76542], [-0.65996, -1.30230, 0.70797], [2.33791, 2.50131, 2.09966], [0.83628, 3.25245, 1.56550], [0.00808, 2.34561, 0.92651], [0.59876, 1.08289, 0.74225], [1.79671, 1.00873, 1.35913], [0.62002, 4.31181, 1.71101], [-0.98933, 2.52590, 0.51086], [2.38323, 0.08011, 1.42318]]}

Energy above the lowest of the compared OMol25 structures with the same formula, charge and spin across the listed records, respectively: 4.6, 106.8 kJ/mol.